The following is a DFT calculation (the ωB97M-V functional and the def2-TZVPD basis) of C20H18AsF6N6PdS as an isolated structure.

The calculation puts the energy above the lowest of the compared OMol25 structures with the same formula, charge and spin at 0.153 eV. The spin multiplicity is 2. The calculation puts the max |F| at 0.701 eV/A. For the highest occupied orbital energy (alpha / beta), the calculation gives 0.257 / 0.005 eV. As for the lowest unoccupied orbital energy (alpha / beta): 4.20 / 4.17 eV. Its charge is -2.

Element x y z (Å)
Pd1 0.2344 -0.1494 -0.0683
N1 -1.9177 -0.3538 -3.5945
C1 -1.0162 0.5473 -4.1465
C2 -0.9822 1.2042 -5.3615
C3 0.0927 2.0656 -5.5940
C4 1.0856 2.2417 -4.6285
C5 1.0545 1.5766 -3.4066
C6 -0.0146 0.7198 -3.1653
N2 -0.3042 -0.0515 -2.0706
C7 -1.4778 -0.6663 -2.3189
C8 -2.1613 -1.4463 -1.3843
C9 -3.3947 -2.1326 -1.4767
S1 -3.7647 -2.8386 0.0761
C10 -2.2521 -2.2301 0.7063
N3 -1.5549 -1.5603 -0.1342
H1 -2.8028 -0.6280 -3.9750
H2 -1.7550 1.0566 -6.1085
H3 0.1465 2.6080 -6.5309
H4 1.9054 2.9199 -4.8359
H5 1.8015 1.7113 -2.6330
H6 -4.1462 -2.0800 -2.2478
H7 -1.9527 -2.4090 1.7317
F1 0.4846 -0.6846 2.1853
As1 0.6259 -1.0530 3.8933
F2 -0.8979 -1.8995 3.7757
F3 -0.2363 0.3999 4.2665
F4 0.7084 -1.4482 5.5818
F5 2.1188 -0.2101 3.9865
F6 1.4434 -2.5218 3.4977
C11 -3.8405 1.2295 0.5354
C12 -2.6896 2.0539 1.0008
N4 -1.4286 1.7286 0.9260
C13 -0.7129 2.7689 1.4705
C14 -1.5634 3.7446 1.8883
N5 -2.8326 3.2805 1.5825
H8 -3.4567 0.3458 0.0277
H9 -4.4692 1.7837 -0.1670
H10 -4.4626 0.9017 1.3720
H11 0.3659 2.7210 1.4947
H12 -1.4026 4.6990 2.3600
H13 -3.6989 3.7523 1.7645
N6 1.6353 1.2149 -0.1881
C15 2.8718 0.7606 -0.3025
C16 3.2975 -0.6092 -0.4639
C17 4.6258 -0.9517 -0.6074
C18 5.6519 -0.0012 -0.6102
C19 5.2752 1.3376 -0.4598
C20 3.9577 1.7152 -0.3140
H14 2.5433 -1.3838 -0.4683
H15 4.8816 -2.0028 -0.7146
H16 6.6916 -0.2893 -0.7109
H17 6.0414 2.1099 -0.4595
H18 3.6964 2.7626 -0.2014

The Mulliken scheme yields these atomic charges, measured in e: Pd 0.277; N -0.034; C 0.286; C -1.120; C -0.315; C -0.633; C -0.163; C 0.096; N -0.067; C -0.178; C -0.248; C -0.395; S -0.289; C -0.276; N 0.000; H 0.231; H 0.339; H 0.342; H 0.402; H 0.378; H 0.276; H 0.448; F -0.484; As 2.107; F -0.515; F -0.489; F -0.540; F -0.486; F -0.502; C -0.490; C 0.195; N 0.375; C -0.490; C -0.664; N -0.060; H -0.188; H 0.312; H 0.299; H 0.370; H 0.393; H 0.159; N -0.524; C 0.479; C -0.338; C -0.542; C -0.551; C -0.305; C -0.467; H 0.412; H 0.289; H 0.323; H 0.274; H 0.290

The following is a DFT calculation (the ωB97M-V functional and the def2-TZVPD basis) of C20H18BF4N5Pb as an isolated structure.

The calculation puts the max |F| at 1.083 eV/A. For the highest occupied orbital energy (alpha / beta), the calculation gives -15.034 / -15.234 eV. As for the lowest unoccupied orbital energy (alpha / beta): -9.46 / -9.29 eV. Its charge is +2.

Element x y z (Å)
Pb1 -1.7430 0.6444 -1.9846
C1 2.5154 -4.3717 -1.9336
C2 1.8662 -3.2082 -1.3099
C3 2.5900 -2.0210 -1.0573
C4 1.9542 -0.9052 -0.6185
C5 0.5396 -0.8791 -0.4138
N1 -0.1119 0.2463 -0.0445
C6 0.3869 1.0429 0.9176
C7 1.3598 0.4933 1.8274
C8 1.8854 1.1798 2.8709
C9 1.4372 2.4866 3.1458
C10 1.9310 3.2252 4.3311
C11 0.4474 3.0275 2.3231
C12 -0.0957 2.3778 1.2303
N2 -1.0612 3.0863 0.4982
C13 -1.3976 4.4035 0.6756
C14 -2.4570 4.6828 -0.1334
C15 -2.7193 3.4789 -0.8017
N3 -1.8823 2.5249 -0.4221
C16 -0.1922 -2.0959 -0.6669
C17 0.4792 -3.2215 -1.0549
N4 -1.5624 -2.1929 -0.3552
C18 -2.1964 -3.2423 0.2291
C19 -3.5299 -2.9364 0.3001
C20 -3.6395 -1.6639 -0.2748
N5 -2.4498 -1.2203 -0.6601
H1 3.5751 -4.4397 -1.6943
H2 2.4507 -4.2155 -3.0212
H3 2.0037 -5.3085 -1.7226
H4 3.6468 -1.9909 -1.2868
H5 2.4892 0.0329 -0.5418
H6 1.6199 -0.5477 1.7146
H7 2.6013 0.7074 3.5310
H8 2.9618 2.9626 4.5637
H9 1.3343 2.9471 5.2077
H10 1.8391 4.3036 4.2160
H11 0.0844 4.0060 2.5951
H12 -0.8587 5.0729 1.3197
H13 -2.9640 5.6241 -0.2552
H14 -3.4732 3.2890 -1.5521
H15 -0.0745 -4.1355 -1.2246
H16 -1.6630 -4.1098 0.5801
H17 -4.3181 -3.5441 0.7087
H18 -4.5236 -1.0643 -0.4261
F1 0.5064 0.1676 -2.9869
B1 0.2115 -0.9440 -3.9482
F2 0.1895 -0.4559 -5.2000
F3 1.1054 -1.9638 -3.7141
F4 -1.0984 -1.3351 -3.4808

The Mulliken scheme yields these atomic charges, measured in e: Pb 1.497; C -1.650; C 0.287; C -0.878; C -0.126; C 1.371; N -0.254; C 1.216; C -0.050; C -1.347; C 0.154; C -1.631; C -0.884; C 0.529; N 0.311; C -0.025; C -1.081; C -0.046; N -0.696; C -0.563; C -0.189; N 0.575; C -0.047; C -0.963; C -0.370; N -0.465; H 0.423; H 0.356; H 0.410; H 0.487; H 0.671; H 0.567; H 0.454; H 0.424; H 0.341; H 0.402; H 0.308; H 0.409; H 0.451; H 0.465; H 0.635; H 0.491; H 0.455; H 0.436; F -0.471; B 0.579; F -0.266; F -0.264; F -0.441